No. 1
2 unconnected molecules or ions with the total composition C4H9NO2. Source: the Open Molecules 2025 dataset; level of theory: the ωB97M-V functional and the def2-TZVPD basis.

Structure (XYZ):
```
16
Properties=species:S:1:pos:R:3:forces:R:3
N -2.16391 -0.32915 -0.29728 0.0 0.0 -0.1
C -1.62630 0.81553 -0.79190 -0.2 0.1 0.0
O -2.26972 1.79474 -1.09779 0.3 -0.3 0.1
C -0.07252 0.77472 -0.94720 0.1 0.1 0.0
C 0.50194 0.66059 0.41311 -0.3 -0.3 0.0
C 0.63721 -0.69600 0.94642 0.0 0.4 0.0
O 0.22165 -1.79885 0.12960 0.0 -0.3 0.1
H -3.17068 -0.39823 -0.29335 0.1 0.0 0.0
H -1.59217 -1.16354 -0.21552 -0.1 0.2 0.0
H 0.15565 -0.06831 -1.61632 0.0 0.1 0.1
H 0.18334 1.72518 -1.41811 0.0 -0.1 0.1
H 3.28591 1.54757 0.04007 -0.1 0.0 0.0
H 2.59054 1.57922 0.32564 0.2 0.0 -0.1
H 1.70775 -0.78064 1.19422 0.0 0.0 0.0
H 0.10978 -0.70211 1.91244 0.0 0.0 0.0
H 0.35437 -2.61547 0.62848 0.0 0.1 -0.2
```
Forces are in eV/Å.

Calculated values
- HOMO energy (eV) = -8.8
- gap between HOMO and LUMO (eV) = 8.5
- DFT total energy (hartree) = -362.9009
- E_LUMO (eV) = -0.2982
- maximum force (eV/Å) = 0.5
- energy above the lowest of the compared OMol25 structures with the same formula, charge and spin (kcal/mol) = 115.9
- charge = 0
- spin multiplicity = 1

The molecule's Mulliken atomic charges, reported in e, are given here: N -0.3099; C 0.4418; O -0.5922; C -0.2931; C -0.5246; C -0.1725; O -0.5676; H 0.2144; H 0.2367; H 0.3202; H 0.2375; H 0.2363; H -0.2271; H 0.3712; H 0.3466; H 0.2823

***

No. 2
2 unconnected molecules or ions with the total composition C4H9NO2 in a non-equilibrium geometry. Source: the Open Molecules 2025 dataset; level of theory: the ωB97M-V functional and the def2-TZVPD basis.

Structure (XYZ):
```
16
Properties=species:S:1:pos:R:3:forces:R:3
C -1.72060 -0.11562 1.37457 -0.2 -0.2 0.3
C -1.70169 -0.69403 -0.04097 0.3 0.0 0.1
N -0.70390 -0.85807 -0.82848 -0.2 0.2 0.6
C 0.56832 -0.55265 -0.28474 0.2 0.0 0.6
O 0.89575 -0.63071 0.88026 -0.2 -0.1 -0.4
O 1.42329 -0.18640 -1.24325 -0.2 -0.2 0.0
C 2.76832 -0.04376 -0.77187 0.2 0.0 0.0
H -1.19537 0.85505 1.36848 -0.2 -0.5 0.1
H -2.75374 0.03255 1.66478 -0.3 0.4 -0.2
H -1.33851 -0.72081 2.23584 0.2 0.2 -1.3
H -2.67716 -0.91150 -0.51009 0.4 0.0 0.4
H 3.37816 0.09228 -1.66341 -0.1 0.0 0.1
H 2.86772 0.81330 -0.09889 -0.1 -0.1 -0.1
H 3.07205 -0.94403 -0.22993 0.0 0.2 -0.1
H -1.59542 2.19900 -0.71623 0.1 0.0 -0.1
H -1.28722 1.66541 -1.13608 -0.1 0.2 0.0
```
Forces are in eV/Å.

Calculated values
- HOMO energy (eV) = -10.0
- gap between HOMO and LUMO (eV) = 10.5
- DFT total energy (hartree) = -362.9942
- E_LUMO (eV) = 0.5120
- maximum force (eV/Å) = 1.3
- energy above the lowest of the compared OMol25 structures with the same formula, charge and spin (kcal/mol) = 57.3
- charge = 0
- spin multiplicity = 1

The molecule's Mulliken atomic charges, reported in e, are given here: C -0.8688; C 0.0114; N -0.4244; C 0.7513; O -0.5572; O -0.3155; C -0.5945; H 0.2557; H 0.3195; H 0.2666; H 0.3654; H 0.2254; H 0.2685; H 0.2859; H 0.1415; H -0.1309

***

No. 3
C4H9NO2 in the gas phase in a non-equilibrium geometry. Source: the Open Molecules 2025 dataset; level of theory: the ωB97M-V functional and the def2-TZVPD basis.

Structure (XYZ):
```
16
Properties=species:S:1:pos:R:3:forces:R:3
C 1.35429 -0.71495 0.38660 -0.2 1.1 0.6
C 0.09324 -0.34095 -0.40544 -0.2 -0.4 1.0
C -0.76252 -1.61350 -0.55989 0.4 0.9 -0.8
O -0.31766 -2.71530 -0.68638 -0.2 -0.3 0.1
N -0.80917 0.58363 0.29810 0.5 0.1 0.3
C -0.51645 1.98688 0.25846 -0.2 0.3 -1.1
O 0.83589 2.39171 0.46159 -0.1 -0.3 0.0
H 2.10179 0.07810 0.30253 0.3 -0.4 -0.5
H 1.09649 -0.64634 1.44334 -0.1 -0.5 0.2
H 1.71941 -1.71074 0.17154 0.2 0.0 -0.2
H 0.40367 0.11423 -1.34604 -0.4 -0.2 -0.3
H -1.83639 -1.34089 -0.54695 -0.1 -0.5 0.0
H -0.95559 0.25184 1.24554 0.0 0.1 0.0
H -0.77559 2.33262 -0.75242 0.3 0.1 0.2
H -1.17291 2.52829 0.93166 -0.2 -0.2 0.4
H 1.20062 1.82997 1.15016 0.1 0.1 0.2
```
Forces are in eV/Å.

Calculated values
- HOMO energy (eV) = -9.6
- gap between HOMO and LUMO (eV) = 10.4
- DFT total energy (hartree) = -363.0122
- E_LUMO (eV) = 0.7434
- maximum force (eV/Å) = 1.3
- energy above the lowest of the compared OMol25 structures with the same formula, charge and spin (kcal/mol) = 46.0
- charge = 0
- spin multiplicity = 1

The molecule's Mulliken atomic charges, reported in e, are given here: C -1.3517; C 0.3542; C -0.1046; O -0.4647; N -0.4051; C -0.5203; O -0.4916; H 0.3314; H 0.3322; H 0.3631; H 0.3876; H 0.3486; H 0.2683; H 0.3099; H 0.3322; H 0.3104

***

No. 4
2 unconnected molecules or ions with the total composition C4H9NO2 in a non-equilibrium geometry. Source: the Open Molecules 2025 dataset; level of theory: the ωB97M-V functional and the def2-TZVPD basis.

Structure (XYZ):
```
16
Properties=species:S:1:pos:R:3:forces:R:3
C 0.13970 0.83420 -0.81534 -2.2 0.8 -2.0
C -1.04956 0.00232 -1.23518 0.8 2.7 -0.7
C -0.94198 -1.41359 -0.57108 -0.6 -1.0 1.3
O -1.36966 0.00140 -2.47948 0.1 -0.2 0.1
C 0.74537 0.82234 0.37841 3.4 -1.5 2.3
N 1.81428 1.60777 0.81748 -3.3 -0.2 -1.7
O -0.27596 -1.26977 2.01421 0.4 0.8 -1.0
H 0.15578 -1.09914 2.83706 0.2 -0.1 1.2
H 0.52609 1.47939 -1.61632 0.0 -0.2 0.2
H -2.00961 0.44118 -0.72369 0.8 -0.6 0.2
H 0.05831 -1.83494 -0.81501 -0.9 0.2 0.1
H -1.80111 -1.98665 -0.94087 0.5 0.1 -0.1
H -1.05713 -1.18831 0.52122 0.3 -0.8 -1.0
H 0.57002 -0.16193 0.95674 -0.1 0.5 0.5
H 2.62860 1.22731 1.23576 0.2 -0.5 0.7
H 1.86686 2.53841 0.43610 0.4 0.0 0.0
```
Forces are in eV/Å.

Calculated values
- HOMO energy (eV) = -8.2
- gap between HOMO and LUMO (eV) = 4.5
- DFT total energy (hartree) = -362.7564
- E_LUMO (eV) = -3.7204
- maximum force (eV/Å) = 4.4
- energy above the lowest of the compared OMol25 structures with the same formula, charge and spin (kcal/mol) = 206.5
- charge = 0
- spin multiplicity = 1

The molecule's Mulliken atomic charges, reported in e, are given here: C -0.5872; C 0.6003; C -1.0965; O -0.5215; C 0.2103; N -0.3577; O -0.8913; H 0.1954; H 0.3096; H 0.2513; H 0.2939; H 0.3416; H 0.4981; H 0.2773; H 0.2350; H 0.2415

***

No. 5
2 unconnected molecules or ions with the total composition C4H9NO2. Source: the Open Molecules 2025 dataset; level of theory: the ωB97M-V functional and the def2-TZVPD basis.

Structure (XYZ):
```
16
Properties=species:S:1:pos:R:3:forces:R:3
C -2.58709 0.42031 0.18239 -0.1 -0.2 -0.1
C -1.25044 0.55022 0.83473 0.4 -0.4 0.1
C -0.37973 -0.44431 1.02513 -0.1 0.8 0.1
O -0.59946 -1.72569 0.61033 0.3 -0.7 0.1
H -3.37248 0.68631 0.89670 0.0 0.0 -0.2
H -2.65374 1.10356 -0.66978 -0.1 0.0 0.1
H -2.78523 -0.59299 -0.17902 0.1 0.1 0.1
H -0.98118 1.54427 1.18517 0.2 -0.3 0.0
H 0.57750 -0.29934 1.51368 0.0 0.2 0.0
H 0.12129 -2.27909 0.95987 -0.6 0.3 -0.3
N 2.57499 -0.44249 -1.25065 0.0 -0.1 -0.1
C 2.06618 0.76590 -0.89281 0.5 0.2 0.6
O 2.59490 1.49355 -0.06715 -0.5 -0.4 -0.7
H 3.44256 -0.74185 -0.82651 -0.2 0.0 -0.1
H 2.10754 -1.04770 -1.91079 0.1 0.2 0.2
H 1.12432 1.00934 -1.41126 0.1 0.1 0.1
```
Forces are in eV/Å.

Calculated values
- HOMO energy (eV) = -8.6
- gap between HOMO and LUMO (eV) = 9.2
- DFT total energy (hartree) = -363.0280
- E_LUMO (eV) = 0.5671
- maximum force (eV/Å) = 0.9
- energy above the lowest of the compared OMol25 structures with the same formula, charge and spin (kcal/mol) = 36.1
- charge = 0
- spin multiplicity = 1

The molecule's Mulliken atomic charges, reported in e, are given here: C -0.9707; C -0.2060; C -0.2046; O -0.5179; H 0.2736; H 0.2527; H 0.3026; H 0.3367; H 0.3967; H 0.3403; N -0.3405; C 0.1115; O -0.5730; H 0.2220; H 0.2167; H 0.3599

***

No. 6
C4H9NO2 in the gas phase in a non-equilibrium geometry. Source: the Open Molecules 2025 dataset; level of theory: the ωB97M-V functional and the def2-TZVPD basis.

Structure (XYZ):
```
16
Properties=species:S:1:pos:R:3:forces:R:3
C -1.49491 -0.56163 0.34712 0.9 -0.3 -4.4
C -0.23188 0.24700 0.49946 2.4 0.0 -1.1
C 1.13280 -0.56833 0.35708 -2.5 -3.1 0.8
O 1.68092 -1.14459 1.56876 0.6 2.1 -0.4
N -0.16351 1.46864 -0.35931 -0.2 -1.9 -1.5
C 0.13736 1.21801 -1.69167 -0.4 2.5 -0.5
O 0.50839 0.16169 -2.06561 0.6 -3.2 -0.6
H -2.26920 -0.02446 0.76344 -1.9 0.9 0.9
H -1.35077 -1.48655 0.80299 0.0 -1.6 1.1
H -1.77854 -0.83080 -0.76386 0.7 0.7 2.0
H -0.23408 0.51558 1.51714 0.2 1.0 1.3
H 1.03326 -1.38351 -0.38380 -0.2 0.4 0.3
H 2.00321 -0.11774 0.15515 2.3 3.1 -1.9
H 1.11922 -1.79409 1.86775 -1.9 -2.4 1.2
H -0.16423 2.38496 -0.01167 -0.2 1.1 0.5
H 0.07198 1.91583 -2.60296 -0.4 0.7 2.1
```
Forces are in eV/Å.

Calculated values
- HOMO energy (eV) = -9.6
- gap between HOMO and LUMO (eV) = 10.5
- DFT total energy (hartree) = -362.9893
- E_LUMO (eV) = 0.8752
- maximum force (eV/Å) = 4.5
- energy above the lowest of the compared OMol25 structures with the same formula, charge and spin (kcal/mol) = 60.4
- charge = 0
- spin multiplicity = 1

The molecule's Mulliken atomic charges, reported in e, are given here: C -1.3398; C 0.3849; C -0.8159; O -0.5663; N -0.2006; C -0.1169; O -0.4480; H 0.3744; H 0.3771; H 0.2736; H 0.3955; H 0.3374; H 0.4570; H 0.2836; H 0.2004; H 0.4038

***

No. 7
C4H9NO2 in the gas phase. Source: the Open Molecules 2025 dataset; level of theory: the ωB97M-V functional and the def2-TZVPD basis.

Structure (XYZ):
```
16
Properties=species:S:1:pos:R:3:forces:R:3
N 1.88551 1.50761 -0.02261 0.0 -0.1 -0.1
C 1.21477 0.45441 0.52985 -0.2 0.0 -0.2
O 1.02076 0.39265 1.72500 0.0 0.0 0.2
C 0.70870 -0.60382 -0.44264 0.3 0.4 0.4
C -0.53101 -0.13351 -1.21320 0.4 -0.1 -0.3
C -1.77081 -0.15452 -0.34603 0.2 0.3 0.0
O -2.01096 -1.49144 0.05601 -0.4 -0.2 -0.1
H 1.98483 1.63376 -1.01537 0.0 -0.1 0.1
H 2.18703 2.23342 0.60199 0.0 0.1 0.0
H 0.48930 -1.46443 0.17523 -0.2 -0.3 -0.1
H 1.53837 -0.85782 -1.09823 0.0 -0.1 -0.3
H -0.67824 -0.75923 -2.10249 -0.1 0.0 0.2
H -0.35478 0.88451 -1.58016 -0.2 0.0 0.0
H -2.61184 0.25679 -0.91055 -0.1 0.0 0.0
H -1.60106 0.47593 0.53452 -0.1 0.0 0.0
H -2.93769 -1.56937 0.31023 0.2 0.0 0.0
```
Forces are in eV/Å.

Calculated values
- HOMO energy (eV) = -9.6
- gap between HOMO and LUMO (eV) = 10.4
- DFT total energy (hartree) = -363.0614
- E_LUMO (eV) = 0.8421
- maximum force (eV/Å) = 0.6
- energy above the lowest of the compared OMol25 structures with the same formula, charge and spin (kcal/mol) = 15.1
- charge = 0
- spin multiplicity = 1

The molecule's Mulliken atomic charges, reported in e, are given here: N -0.3907; C 0.4922; O -0.6075; C -0.6633; C -0.5083; C -0.4277; O -0.5179; H 0.1985; H 0.2351; H 0.2752; H 0.3268; H 0.3624; H 0.3252; H 0.3492; H 0.2541; H 0.2966